Entry 1:
Below is C3H5NO2S in the gas phase, with properties calculated with wB97M-V/def2-TZVPD.

The geometry in XYZ format:
```
12
Properties=species:S:1:pos:R:3:forces:R:3:mulliken_charge:R:1
C -0.29909 -0.17653 -1.34527 -0.57 2.01 0.15 -1.059
C 0.11304 0.29276 0.09082 -1.51 -3.59 -0.60 0.530
N 1.03479 0.98708 0.54510 0.28 1.12 -0.18 -0.346
S 1.96519 1.92811 -0.50579 0.36 0.01 0.92 -0.167
C -0.56094 -0.60278 1.22476 0.93 0.93 -4.06 0.509
O -0.15849 -0.69399 2.30451 1.04 0.26 3.98 -0.483
O -1.46276 -1.42675 0.71570 -2.39 -1.53 1.31 -0.476
H -1.18828 -0.78585 -1.15636 0.37 0.20 -0.79 0.299
H 0.40673 -0.67149 -2.02951 0.30 -0.16 1.01 0.322
H -0.57287 0.72138 -1.95932 -0.12 -0.52 0.62 0.340
H 2.59086 2.35529 0.61201 0.37 0.41 -0.76 0.181
H -1.86818 -1.92723 1.50335 0.93 0.86 -1.59 0.348
```
Forces are in eV/Å.

Computed properties:
Frontier orbital gap = 9.9 eV
SMILES = C/C(=N\S)C(=O)O
Calculated total energy = -720.69640 hartree
HOMO = -9.29 eV

Entry 2:
Below is a molecular structure, C4H14N3P, with properties calculated with wB97M-V/def2-TZVPD.

The geometry in XYZ format:
```
22
Properties=species:S:1:pos:R:3:forces:R:3:mulliken_charge:R:1
C 2.12445 -0.57298 -1.45460 0.25 1.07 1.23 -0.910
C 0.64501 0.95998 1.01915 4.63 2.85 0.50 -1.283
C -2.36402 0.79216 0.73967 -1.48 -0.93 -1.92 -0.898
C 0.99813 0.49687 -1.43538 3.10 2.27 -1.79 -0.807
N -1.80254 -1.07812 -1.22230 0.06 0.15 0.30 -0.821
N -0.47874 -1.41576 2.32985 -0.56 0.72 -2.73 -0.829
N 0.22015 0.56650 -0.26532 -3.70 -2.32 0.15 0.278
P -1.16798 -0.34656 -0.01346 0.64 0.00 0.87 0.737
H 2.74690 -0.53020 -0.53761 -0.50 0.04 -0.27 0.280
H 1.58124 -1.48800 -1.42548 0.04 -1.19 -0.25 0.255
H 2.86422 -0.51547 -2.26255 -0.69 0.05 -0.19 0.378
H 0.32938 1.99772 1.29043 0.01 -0.61 -0.23 0.276
H 0.35255 0.26639 1.79745 0.02 -0.09 0.15 0.638
H 1.82951 1.03995 0.95689 -2.21 -0.26 0.54 0.300
H -1.93465 1.79011 0.63240 -0.17 -0.09 0.26 0.338
H -3.22374 0.66002 -0.08847 1.51 0.45 2.34 0.332
H -2.61646 0.51320 1.77135 -0.12 0.25 -0.52 0.307
H 1.40306 1.55110 -1.48358 0.38 -0.96 -0.04 0.366
H 0.54075 0.48842 -2.45088 -0.92 -0.44 1.16 0.376
H -1.14151 -1.27591 -1.95881 0.11 -0.50 -0.16 0.262
H -1.28360 -1.99785 2.07041 0.47 -0.43 0.39 0.224
H 0.37791 -1.90158 1.99084 -0.87 -0.02 0.20 0.201
```
Forces are in eV/Å.

Computed properties:
Frontier orbital gap (alpha / beta) = 8.2 / 8.2 eV
Calculated total energy = -666.29345 hartree
HOMO (alpha / beta) = -8.21 / -8.22 eV

Entry 3:
Below is C3H6O in the gas phase, with properties calculated with wB97M-V/def2-TZVPD.

The geometry in XYZ format:
```
10
Properties=species:S:1:pos:R:3:forces:R:3:mulliken_charge:R:1
C -0.69210 -1.78419 -0.52808 -2.17 0.15 -1.81 -0.679
C -0.09434 -0.74087 0.03692 1.39 0.38 1.38 0.193
O 0.17624 0.47118 -0.54843 -0.23 -0.85 -0.08 -0.328
C 0.52793 1.61430 0.24837 -0.12 -0.55 -0.37 -0.535
H -0.81298 -2.73592 0.02849 0.23 0.92 -0.45 0.251
H -1.33164 -1.66647 -1.52675 1.82 -0.31 2.19 0.195
H 0.37880 -0.84591 1.05920 -0.55 0.08 -1.08 0.185
H -0.39216 2.21454 0.25552 0.56 0.25 0.43 0.213
H 0.88943 1.35574 1.26516 -0.40 0.00 -0.50 0.315
H 1.35083 2.11759 -0.29040 -0.53 -0.08 0.28 0.190
```
Forces are in eV/Å.

Computed properties:
Frontier orbital gap = 10.0 eV
SMILES = C=COC
Calculated total energy = -193.08231 hartree
HOMO = -8.87 eV

Entry 4:
Below is a molecular structure, C4H9NO2, with properties calculated with wB97M-V/def2-TZVPD.

The geometry in XYZ format:
```
16
Properties=species:S:1:pos:R:3:forces:R:3:mulliken_charge:R:1
C -0.02413 -0.94492 0.63655 3.27 2.14 0.14 0.102
C -1.42232 -0.65867 0.32737 -1.32 3.81 -0.62 -0.253
C 1.07566 0.66194 0.66591 -1.05 -2.32 1.21 -0.848
C 0.63362 1.56818 -0.33536 -4.20 -0.64 -1.47 0.423
O 0.54721 -1.80005 -0.30077 -0.09 -0.19 -0.11 -0.570
O -1.91903 -1.07421 -0.90577 0.22 -0.75 -0.48 -0.509
N 1.24790 2.15856 -1.25226 1.16 -0.46 -0.48 -0.680
H 1.50759 -1.75488 -0.24635 -0.11 -0.04 0.04 0.357
H -1.27773 -1.67519 -1.30737 -0.02 0.02 0.01 0.332
H 0.16069 -1.24438 1.66887 -0.14 -0.15 -0.09 0.265
H 0.70432 2.34667 -2.09231 -0.38 0.65 0.57 0.269
H -2.10493 -0.94970 1.12907 0.09 0.17 0.01 0.291
H -1.43300 0.62008 0.14905 -0.75 -3.37 1.44 -0.006
H 0.85701 1.00342 1.67367 0.16 0.01 0.18 0.322
H 2.09555 0.30866 0.53872 0.06 0.01 0.12 0.375
H -0.64842 1.43451 -0.34900 3.09 1.13 -0.47 0.131
```
Forces are in eV/Å.

Computed properties:
Frontier orbital gap = 9.5 eV
Calculated total energy = -362.90647 hartree
HOMO = -8.86 eV